(1)
Computed, not measured: 2 unconnected molecules or ions with the total composition C6H12O, with ωB97M-V/def2-TZVPD.

Values from the calculation:
- charge = 0
- energy above the lowest of the compared OMol25 structures with the same formula, charge and spin (kJ/mol) = 277.47
- Kohn-Sham gap (eV) = 9.65
- structure (SMILES) = COC1=CC[C@H]1C.[H][H]

XYZ file:
```
19
Properties=species:S:1:pos:R:3:forces:R:3
C 2.56484 -0.45107 -0.28704 0.3 0.1 -0.1
O 1.27752 -0.98540 -0.02978 -0.1 0.0 0.1
C 0.27664 -0.10357 -0.14226 -0.1 0.1 -0.1
C 0.10058 1.15220 -0.57709 0.2 0.0 -0.1
C -1.37111 1.13542 -0.20436 -0.2 0.1 0.0
C -1.13501 -0.32096 0.31693 0.0 -0.1 0.0
C -1.89831 -1.45026 -0.35319 0.0 0.0 0.0
H 2.86175 0.21647 0.52928 0.0 -0.1 -0.2
H 2.58133 0.10221 -1.23343 0.0 -0.1 0.1
H 3.25208 -1.29671 -0.34167 -0.1 0.1 0.0
H 1.27866 1.15391 2.28655 0.0 0.1 0.1
H 1.00270 1.40428 1.64025 0.1 0.0 0.2
H 0.74438 1.91920 -0.99348 -0.1 -0.1 0.1
H -2.06660 1.19612 -1.04848 0.0 0.0 0.1
H -1.69031 1.84334 0.57089 0.1 -0.1 -0.1
H -1.20821 -0.38888 1.41093 0.0 0.0 -0.1
H -2.96431 -1.41457 -0.10463 0.1 0.0 0.0
H -1.79315 -1.38282 -1.44194 0.0 0.0 0.1
H -1.50431 -2.42156 -0.03512 -0.1 0.1 -0.1
```
Positions in Å, forces in eV/Å.

These are the natural (NBO) partial charges, in e, on atoms 1 to 5: -0.253, -0.491, 0.349, -0.346, -0.393

(2)
Computed, not measured: C6H12O in the gas phase, with ωB97M-V/def2-TZVPD.

Values from the calculation:
- charge = 0
- energy above the lowest of the compared OMol25 structures with the same formula, charge and spin (kJ/mol) = 582.60
- Kohn-Sham gap (alpha / beta) (eV) = 8.13 / 8.08

XYZ file:
```
19
Properties=species:S:1:pos:R:3:forces:R:3
C -2.33876 0.58201 -0.03875 0.0 0.1 0.0
C -1.24438 -0.26537 0.59791 -0.1 -0.5 -0.6
C -0.38098 -0.95419 -0.50448 -0.7 -0.8 0.2
O 0.84533 -1.39349 -0.04783 -0.1 -0.1 0.0
C 1.44343 -0.10886 0.03031 0.4 0.2 -1.0
C 2.41227 0.08973 -1.13372 0.1 -0.1 0.0
C -0.35988 0.41727 1.51292 -0.3 0.4 0.9
H -2.87545 0.03194 -0.82052 0.1 0.1 0.1
H -1.89176 1.46759 -0.50347 -0.1 -0.1 0.0
H -3.06720 0.91682 0.70792 0.1 0.0 -0.1
H -1.66937 -1.15143 1.10462 0.0 0.2 0.0
H -0.88744 -1.73271 -1.08737 0.0 0.1 -0.1
H 0.39786 0.37061 -0.52643 1.0 0.5 0.6
H 1.99327 0.02974 0.96871 -0.4 0.2 -0.1
H 3.25928 -0.59797 -1.03287 -0.1 0.1 0.0
H 2.80281 1.11361 -1.14684 -0.1 -0.1 0.1
H 1.91519 -0.10569 -2.08940 0.0 0.0 0.1
H -0.53688 1.46033 1.76335 0.1 -0.1 0.0
H 0.18266 -0.16990 2.24595 0.0 0.1 -0.1
```
Positions in Å, forces in eV/Å.

These are the natural (NBO) partial charges, in e, on atoms 1 to 5: -0.599, -0.383, 0.034, -0.532, -0.069

(3)
Computed, not measured: a molecular structure, C6H12O, with ωB97M-V/def2-TZVPD.

Values from the calculation:
- charge = 0
- energy above the lowest of the compared OMol25 structures with the same formula, charge and spin (kJ/mol) = 485.79
- Kohn-Sham gap (eV) = 7.17

XYZ file:
```
19
Properties=species:S:1:pos:R:3:forces:R:3
C -0.56757 -0.88540 1.51475 -0.2 -3.4 -1.3
C -0.74686 0.22093 0.46467 -0.3 0.4 2.1
C -0.67821 1.12962 1.49275 0.4 1.9 -1.6
C 0.43479 1.24185 -1.43655 -1.1 0.5 -0.3
C -0.31252 0.26404 -0.90190 1.4 -0.6 -0.5
C -0.76256 -0.85555 -1.82307 0.4 -0.2 1.7
H 0.35769 -0.92458 2.12227 -0.4 0.9 0.1
H -0.35079 -1.83711 0.97543 -0.4 0.2 -0.3
H -1.44107 -1.12215 2.09076 -0.4 0.1 0.5
H -1.57440 1.28106 2.08115 0.5 -1.0 1.1
H 0.18421 1.75808 1.70395 -0.3 1.1 -0.5
H 0.57671 1.28855 -2.51080 0.3 -0.1 0.1
H 0.59793 2.15920 -0.90777 0.4 0.3 0.4
H -1.70507 -0.56201 -2.23752 -0.4 0.0 -0.7
H -0.90782 -1.78954 -1.28933 -0.3 -0.1 0.3
H 0.03063 -1.09323 -2.49193 0.2 0.2 -1.1
H 2.38386 0.03369 1.15136 0.1 0.0 0.0
H 1.91146 0.05601 -0.29326 0.3 -0.2 0.1
O 2.56960 -0.36345 0.29502 -0.3 0.2 -0.1
```
Positions in Å, forces in eV/Å.

These are the natural (NBO) partial charges, in e, on atoms 1 to 5: -0.639, -0.165, -0.199, -0.447, -0.010

(4)
Computed, not measured: C6H12O in the gas phase, with ωB97M-V/def2-TZVPD.

Values from the calculation:
- charge = 0
- energy above the lowest of the compared OMol25 structures with the same formula, charge and spin (kJ/mol) = 348.61
- Kohn-Sham gap (alpha / beta) (eV) = 7.67 / 7.64

XYZ file:
```
19
Properties=species:S:1:pos:R:3:forces:R:3
C 1.97525 0.57592 1.31084 0.0 0.0 0.0
C 1.04284 -0.15164 0.40220 1.4 0.3 0.1
C 1.27362 -0.23071 -1.06209 0.0 -0.1 -0.2
O -0.02105 -0.75767 0.98120 0.0 0.1 -0.1
C -1.06305 -0.32397 0.22711 -1.3 -0.2 -0.3
C -1.27332 1.11891 -0.05963 0.0 0.2 0.0
C -1.97195 -1.37758 -0.30814 0.0 0.1 0.0
H 1.77636 0.30164 2.35254 0.1 0.0 -0.2
H 1.85220 1.66824 1.23190 0.0 -0.1 0.0
H 3.02743 0.36524 1.06786 -0.2 0.0 0.1
H 1.00417 0.68247 -1.63070 0.0 -0.1 0.2
H 0.68109 -1.04744 -1.49267 0.2 0.1 0.0
H 2.34000 -0.41163 -1.26455 -0.2 0.0 0.0
H -0.98443 1.44821 -1.08001 0.0 -0.2 0.2
H -2.33903 1.36833 0.05269 0.2 0.0 0.0
H -0.69447 1.73703 0.63793 -0.1 -0.1 -0.1
H -1.85947 -2.30437 0.26804 0.0 0.2 -0.1
H -1.74567 -1.60967 -1.36359 -0.1 0.0 0.2
H -3.02050 -1.05129 -0.27096 0.2 -0.1 0.0
```
Positions in Å, forces in eV/Å.

These are the natural (NBO) partial charges, in e, on atoms 1 to 5: -0.681, 0.308, -0.687, -0.464, 0.307

(5)
Computed, not measured: C6H12O in the gas phase, with ωB97M-V/def2-TZVPD.

Values from the calculation:
- charge = 0
- energy above the lowest of the compared OMol25 structures with the same formula, charge and spin (kJ/mol) = 392.40
- Kohn-Sham gap (eV) = 8.56

XYZ file:
```
19
Properties=species:S:1:pos:R:3:forces:R:3
C -0.75868 -1.97255 1.68602 0.0 0.0 0.0
C -0.69858 -0.52216 1.25022 -0.2 0.0 0.2
O 0.44069 -0.33269 0.43727 0.0 0.0 -0.1
C 0.58096 1.01471 0.00321 0.0 0.2 0.0
C 1.97671 1.12572 -0.65233 0.1 0.0 -0.1
C -0.26274 1.53903 -1.09562 0.0 -0.3 0.0
C -0.86865 0.47511 -1.92554 0.1 0.0 0.0
H 0.13581 -2.24215 2.25530 -0.1 0.0 -0.1
H -0.82573 -2.63343 0.81632 0.0 0.1 0.1
H -1.63634 -2.14161 2.31884 0.1 0.0 -0.1
H -0.64648 0.14191 2.12906 0.0 -0.1 -0.1
H -1.61557 -0.25615 0.69848 0.1 0.0 0.1
H 0.54574 1.68084 0.88016 0.0 -0.1 -0.1
H 2.08455 0.33705 -1.40298 0.0 0.1 0.1
H 2.73930 0.97485 0.11396 -0.1 0.0 0.0
H 2.12845 2.09708 -1.12621 0.0 -0.1 0.1
H -1.93100 0.51282 -1.62280 0.1 0.0 0.0
H -0.87957 0.75482 -2.98442 -0.1 0.0 0.1
H -0.50886 -0.55317 -1.77897 0.0 0.1 0.0
```
Positions in Å, forces in eV/Å.

These are the natural (NBO) partial charges, in e, on atoms 1 to 5: -0.621, -0.058, -0.551, -0.090, -0.606

(6)
Computed, not measured: 2 unconnected molecules or ions with the total composition C6H12O, with ωB97M-V/def2-TZVPD.

Values from the calculation:
- charge = 0
- energy above the lowest of the compared OMol25 structures with the same formula, charge and spin (kJ/mol) = 270.80
- Kohn-Sham gap (eV) = 8.73
- structure (SMILES) = C/C=C/C=C/C.O

XYZ file:
```
19
Properties=species:S:1:pos:R:3:forces:R:3
C 2.02140 -2.16104 0.39774 -0.8 -0.5 -2.6
C 0.58236 -1.68108 0.53936 0.4 2.3 -0.9
C 0.29561 -0.47825 -0.03763 -0.1 0.2 0.6
C -0.70552 0.54737 0.37972 0.5 -1.2 -0.8
C -0.55533 1.84886 0.05948 -1.2 0.1 0.3
C -1.00847 2.85792 1.11062 0.4 1.0 -1.9
H 2.77569 -1.35855 0.44798 -0.5 -0.4 0.5
H 2.29323 -3.06555 0.91911 0.0 0.0 0.5
H 2.02987 -2.46519 -0.69480 0.5 0.1 1.0
H -0.20797 -2.18211 1.05967 0.0 -0.4 0.6
H 1.07984 0.02103 -0.61068 0.1 -0.4 0.0
H -1.48438 0.22700 1.08102 0.7 0.3 0.5
H -0.35865 2.21963 -0.99662 0.9 -0.6 1.7
H -0.18667 3.24274 1.73773 -0.1 -0.5 -0.2
H -1.78463 2.48096 1.75397 -0.4 -0.1 0.2
H -1.31092 3.73226 0.51857 -0.5 0.1 0.6
H -0.63451 -1.27202 -1.95334 -0.1 0.0 0.0
H -1.40675 -1.49143 -3.27627 0.1 0.0 0.1
O -1.43419 -1.02256 -2.43564 0.0 0.0 -0.2
```
Positions in Å, forces in eV/Å.

These are the natural (NBO) partial charges, in e, on atoms 1 to 5: -0.652, -0.179, -0.256, -0.208, -0.175

(7)
Computed, not measured: a molecular structure, C6H12O, with ωB97M-V/def2-TZVPD.

Values from the calculation:
- charge = 0
- energy above the lowest of the compared OMol25 structures with the same formula, charge and spin (kJ/mol) = 214.88
- Kohn-Sham gap (eV) = 10.72

XYZ file:
```
19
Properties=species:S:1:pos:R:3:forces:R:3
C 1.60611 -0.81171 -0.89149 -0.1 0.0 -0.1
C 0.78241 -0.42827 0.31419 -1.2 1.2 -1.5
O 1.54897 -0.36403 1.48800 -0.4 1.6 -0.1
C 0.24581 1.29019 0.12086 -0.1 -0.9 -0.7
C -1.26668 1.16885 0.18702 -0.2 -0.1 -0.1
C -1.55629 -0.25480 -0.29209 -0.3 -0.1 -0.1
C -0.55650 -1.13066 0.46030 0.0 0.0 -0.1
H 2.46446 -0.13882 -0.98176 -0.2 -0.1 0.0
H 0.99621 -0.75892 -1.79810 0.2 0.0 0.0
H 1.99126 -1.83171 -0.77671 -0.1 0.1 0.1
H 1.18128 0.57665 1.26026 2.3 -0.6 3.2
H 0.60166 2.09827 0.82399 0.1 -1.1 -0.2
H 0.63584 1.58895 -0.85118 -0.2 0.0 -0.1
H -1.61489 1.27910 1.22394 0.1 0.0 -0.2
H -1.78426 1.92739 -0.40848 0.0 -0.1 0.0
H -1.36704 -0.32054 -1.37265 -0.1 0.0 0.1
H -2.58931 -0.55732 -0.11433 0.0 0.0 -0.1
H -0.51074 -2.15681 0.08027 0.0 0.1 0.0
H -0.80831 -1.17581 1.52796 0.1 0.1 -0.2
```
Positions in Å, forces in eV/Å.

These are the natural (NBO) partial charges, in e, on atoms 1 to 5: -0.645, 0.319, -0.763, -0.527, -0.415

(8)
Computed, not measured: C6H12O in the gas phase, with ωB97M-V/def2-TZVPD.

Values from the calculation:
- charge = 0
- energy above the lowest of the compared OMol25 structures with the same formula, charge and spin (kJ/mol) = 209.83
- Kohn-Sham gap (eV) = 10.08
- structure (SMILES) = CCC/C=C/CO

XYZ file:
```
19
Properties=species:S:1:pos:R:3:forces:R:3
C 1.45604 -1.74120 2.30482 1.4 -0.8 -1.4
C 1.63482 -0.26428 1.95822 -0.7 0.5 1.9
C 1.52148 0.12689 0.48862 0.8 -0.8 -0.6
C -1.78420 0.27167 -1.48790 -1.4 -0.9 -2.2
O -2.60470 1.32085 -2.08297 0.7 0.2 0.3
C -0.34175 0.53631 -1.18168 -1.2 -0.9 1.0
C 0.18874 -0.11493 -0.14126 -1.6 0.8 0.7
H 0.76466 -2.24992 1.65244 -1.3 0.4 0.0
H 2.28751 -2.41537 1.96541 0.2 0.8 1.2
H 1.13337 -1.81128 3.33960 0.4 -0.6 0.0
H 2.49356 0.22037 2.50579 -0.2 -0.8 -1.0
H 0.82662 0.14461 2.62240 0.1 0.5 -1.3
H 1.88941 1.14369 0.34378 -0.3 0.1 -0.1
H 2.16671 -0.49583 -0.15527 0.6 0.0 0.6
H -1.80832 -0.55547 -2.27974 -0.1 0.7 1.1
H -2.41133 -0.02247 -0.63125 0.8 -0.2 -0.1
H -2.08897 2.05001 -2.45209 0.1 -0.4 0.2
H 0.14022 1.13930 -1.91726 0.8 0.6 0.0
H -0.52927 -0.81632 0.38803 1.0 0.9 -0.4
```
Positions in Å, forces in eV/Å.

These are the natural (NBO) partial charges, in e, on atoms 1 to 5: -0.620, -0.399, -0.457, -0.086, -0.734

(9)
Computed, not measured: a molecular structure, C6H12O12P2Sc, with ωB97M-V/def2-TZVPD.

Values from the calculation:
- charge = +1
- Kohn-Sham gap (eV) = 10.06

XYZ file:
```
33
Properties=species:S:1:pos:R:3:forces:R:3
Sc -0.22639 -0.04897 0.57395 0.1 0.2 -0.1
O 1.65127 2.88249 -1.79805 0.0 -0.1 0.0
C 1.33876 1.83418 -1.08966 0.0 0.1 -0.1
O 0.18719 1.42950 -0.96277 0.1 -0.1 0.1
C 2.52874 1.16512 -0.45522 0.0 0.0 0.0
O 2.10659 0.04986 0.30985 -0.2 0.0 0.0
C 2.60532 0.04985 1.67421 0.1 0.0 0.0
C 1.66789 0.84968 2.59165 -0.1 0.0 0.0
O 2.01867 1.18981 3.68428 0.1 0.0 0.0
O 0.48152 1.05054 2.05178 -0.1 -0.1 -0.1
H 0.85463 3.27164 -2.19713 0.0 0.0 0.0
H 3.20547 0.84641 -1.25293 0.0 0.0 0.0
H 3.05259 1.90760 0.15190 0.0 0.0 0.0
H 2.61286 -0.99122 1.99305 0.0 0.0 0.0
H 3.62055 0.44056 1.70794 0.0 0.0 0.0
C -2.74747 -3.74352 2.29914 0.0 0.0 0.0
C -2.57158 -2.67216 1.22456 -0.1 -0.2 0.1
O -3.54185 -2.78172 0.18773 0.0 0.0 -0.1
P -2.93038 -0.99882 1.88191 0.0 -0.2 0.0
O -4.48478 -0.84002 1.93082 0.0 0.0 -0.1
O -2.48533 -1.03118 3.37712 -0.1 0.0 0.0
O -2.24643 0.06080 1.05696 0.2 0.0 0.1
P -0.85908 -2.62465 0.55159 -0.2 0.0 0.1
O -0.56675 -4.15214 0.32337 0.1 0.0 0.0
O -0.77280 -1.75912 -0.68904 0.0 0.1 0.1
O -0.01604 -1.90646 1.60430 0.0 0.1 0.0
H -3.74097 -3.66524 2.74015 0.0 0.0 0.0
H -2.00014 -3.65310 3.08583 0.0 0.0 0.0
H -2.64661 -4.72572 1.83701 0.0 0.0 0.0
H -3.46820 -3.64202 -0.24336 0.0 0.0 0.0
H -4.93839 -0.94996 1.08094 0.0 0.0 0.0
H -2.30231 -0.18978 3.81978 0.0 0.0 0.0
H 0.19835 -4.38124 -0.22236 0.0 0.0 0.0
```
Positions in Å, forces in eV/Å.

These are the natural (NBO) partial charges, in e, on atoms 1 to 5: 1.822, -0.604, 0.839, -0.638, -0.187

(10)
Computed, not measured: a molecular structure, C6H12O15RbS3, with ωB97M-V/def2-TZVPD.

Values from the calculation:
- charge = -3
- energy above the lowest of the compared OMol25 structures with the same formula, charge and spin (kJ/mol) = 5.16
- Kohn-Sham gap (eV) = 2.50

XYZ file:
```
37
Properties=species:S:1:pos:R:3:forces:R:3
Rb 2.04089 -0.33699 1.99851 0.5 -0.4 0.2
S 2.20859 -3.17589 3.76744 -2.7 -3.1 0.5
O 2.87726 -4.26588 4.52807 1.5 0.7 0.3
O 0.78612 -3.68190 3.70957 -0.4 1.0 -0.2
O 2.25414 -1.85624 4.41029 0.4 0.8 0.6
O 2.69489 -3.06943 2.38494 0.9 0.3 -1.0
S 4.16356 2.15029 1.32010 2.0 -0.8 0.5
O 4.06183 0.95499 0.42397 -0.1 0.2 -0.3
O 4.63630 3.33551 0.57569 -0.9 0.8 -1.0
O 2.83556 2.32035 1.95034 -1.0 0.8 0.0
O 5.18277 1.91643 2.35970 0.0 -0.4 0.6
C -1.20001 -1.66032 -4.43892 1.1 -1.0 1.0
C -0.65200 -1.37277 -3.04101 -0.8 -0.3 0.4
O 0.19817 -0.24885 -3.08376 -0.3 -0.2 -1.4
C 0.66953 0.19972 -1.93858 1.3 1.7 2.2
O 0.52178 -0.29755 -0.85040 -0.5 -0.4 -0.5
O 1.31774 1.34248 -2.17360 0.1 -0.7 -1.7
C 1.74753 2.19203 -1.11099 -1.4 0.9 1.1
H -0.37540 -2.12171 -4.98744 -0.1 0.4 -0.5
H -1.61441 -0.80116 -4.95381 -0.1 0.0 0.0
H -1.89894 -2.48306 -4.27019 -0.4 0.3 -0.4
H -0.14258 -2.24756 -2.62870 0.3 0.1 -0.2
H -1.48036 -1.22416 -2.33954 0.1 0.4 0.0
H 0.98511 2.98795 -1.07792 0.0 -0.1 0.1
H 2.68806 2.72073 -1.23967 0.4 -0.9 -0.4
H 1.71152 1.66096 -0.17320 0.5 0.1 0.2
C -4.24253 1.04919 1.39840 -0.6 -0.5 0.7
C -3.67603 1.11008 -0.01818 0.3 0.1 0.0
O -2.36269 0.55899 0.00248 0.6 -0.2 1.3
S -2.03566 -0.11664 1.48438 0.2 -1.2 0.3
O -0.77647 0.23125 2.04011 -1.1 0.3 -0.9
O -2.43363 -1.50513 1.44709 -0.1 1.9 -0.3
O -3.14563 0.80130 2.25396 0.5 -0.4 -0.2
H -5.00362 0.27498 1.53893 0.2 -0.2 -0.2
H -4.69874 1.97936 1.73500 0.2 0.1 -0.2
H -3.61666 2.17054 -0.26465 0.2 -0.2 -0.6
H -4.22598 0.50811 -0.73842 -0.4 0.3 0.0
```
Positions in Å, forces in eV/Å.

These are the Mulliken partial charges, in e, on atoms 1 to 5: 1.010, 1.152, -0.830, -0.794, -0.787

> Among the records above, which one has the lowest charge?

C6H12O15RbS3

> Which formula does entry 1 have?

C6H12O

> The lowest charge belongs to which entry?

C6H12O15RbS3